Here is a structure of composition C45H35AlBr3GeN4O2 from OMol25. Energies are from ωB97M-V/def2-TZVPD.

Geometry as ORCA input:
```
! RIJCOSX wB97M-V def2-TZVPD def2/J DEFGRID3
* xyz -1 1
Al 1.142 -0.822 0.262
O 4.645 2.008 -2.754
C 3.450 2.662 -2.673
C 3.396 3.972 -3.131
C 2.217 4.695 -3.024
C 1.093 4.120 -2.449
C 1.148 2.807 -2.004
C 2.311 2.063 -2.127
C 2.380 0.623 -1.660
O 1.191 0.155 -1.177
N 3.481 0.505 -0.658
N 3.047 -0.334 0.428
C 3.933 -0.341 1.464
C 3.950 -1.178 2.484
Br 0.568 -0.371 2.464
C 4.123 -2.042 3.454
C 5.020 -3.214 3.360
C 5.645 -3.570 2.160
C 6.492 -4.662 2.095
C 6.742 -5.428 3.229
C 6.128 -5.088 4.424
C 5.275 -3.996 4.487
H 4.613 1.210 -2.196
H 4.295 4.414 -3.543
H 2.181 5.714 -3.389
H 0.176 4.687 -2.347
H 0.280 2.332 -1.564
H 2.680 0.001 -2.524
H 3.672 1.434 -0.281
H 4.688 0.452 1.471
H 3.574 -1.946 4.391
H 5.458 -2.962 1.285
H 6.959 -4.923 1.152
H 7.417 -6.273 3.181
H 6.313 -5.680 5.313
H 4.796 -3.733 5.424
Br -4.583 -4.135 0.230
C -2.972 -3.126 0.085
C -3.031 -1.785 -0.012
C -1.810 -1.012 -0.125
N -0.603 -1.724 -0.087
C -0.611 -3.067 -0.027
C -1.746 -3.831 0.061
C 0.732 -3.659 -0.105
C 0.982 -5.015 -0.285
C 2.285 -5.423 -0.472
Br 2.662 -7.254 -0.756
C 3.320 -4.497 -0.473
C 2.987 -3.178 -0.254
N 1.733 -2.767 -0.070
H -3.972 -1.257 -0.018
H -0.815 0.781 -0.432
H -1.720 -4.906 0.137
H 0.172 -5.727 -0.302
H 4.345 -4.793 -0.638
H 3.740 -2.400 -0.205
C -1.791 0.341 -0.268
Ge -3.222 1.605 -0.331
C -3.829 1.867 -2.195
C -3.449 2.999 -2.912
C -3.735 3.115 -4.266
C -4.407 2.094 -4.923
C -4.790 0.959 -4.221
C -4.501 0.848 -2.869
C -2.489 3.304 0.347
C -3.177 4.511 0.229
C -2.637 5.689 0.723
C -1.396 5.678 1.346
C -0.705 4.483 1.481
C -1.251 3.305 0.989
C -4.715 1.076 0.844
C -6.038 0.943 0.434
C -7.012 0.493 1.318
C -6.671 0.172 2.623
C -5.354 0.305 3.045
C -4.386 0.754 2.161
H -2.912 3.796 -2.410
H -3.430 3.999 -4.813
H -4.621 2.177 -5.981
H -5.308 0.158 -4.735
H -4.793 -0.051 -2.335
H -4.149 4.536 -0.255
H -3.179 6.623 0.625
H -0.971 6.598 1.729
H 0.263 4.466 1.967
H -0.710 2.374 1.121
H -6.313 1.189 -0.586
H -8.037 0.384 0.984
H -7.428 -0.190 3.308
H -5.079 0.048 4.061
H -3.353 0.838 2.486
*
```

Summary:
Gap between HOMO and LUMO in eV: 6.0
LUMO energy in eV: 1.719
Largest force on an atom in eV Å⁻¹: 0.9
HOMO level in eV: -4.27
Total energy in a.u.: -12146.93005

These are the Löwdin partial charges, in e, on atoms 1 to 6: -0.310 0.042 -0.282 -0.030 -0.102 -0.091

Here is the molecule C4H5NO2 at a distorted geometry from OMol25. Energies are from ωB97M-V/def2-TZVPD.

Geometry as ORCA input:
```
! RIJCOSX wB97M-V def2-TZVPD def2/J DEFGRID3
* xyz 0 1
C -0.764 0.746 -0.068
C -0.266 -0.406 -0.853
C 0.189 -0.055 -2.116
N 0.692 0.212 -3.086
C 0.870 -1.292 -0.194
O 0.073 -2.377 -0.538
O -1.070 -1.601 -0.753
H -0.995 0.528 0.964
H -1.653 1.327 -0.654
H 0.151 1.355 -0.054
H 1.872 -1.297 -0.609
H 0.886 -1.231 0.934
*
```

Summary:
Gap between HOMO and LUMO in eV: 10.6
LUMO energy in eV: 0.689
Largest force on an atom in eV Å⁻¹: 4.0
HOMO level in eV: -9.94
Total energy in a.u.: -360.47869
Structure (SMILES): C[C@@]1(C#N)COO1
ΔE to the lowest compared entry with this formula, charge and spin in eV: 5.190

These are the Löwdin partial charges, in e, on atoms 1 to 6: -0.006 -0.510 -0.185 0.219 -0.089 -0.053

Here is a cluster of 2 separate species, C4H5Cl3O in total at a distorted geometry from OMol25. Energies are from ωB97M-V/def2-TZVPD.

Geometry as ORCA input:
```
! RIJCOSX wB97M-V def2-TZVPD def2/J DEFGRID3
* xyz 0 1
C -0.249 -1.822 0.894
C 1.036 -2.376 2.505
C -0.024 0.554 0.400
C 0.141 -0.868 -0.176
O -0.561 -1.039 -1.381
Cl -1.235 -3.087 0.524
Cl 0.099 -2.894 3.802
Cl 2.050 -1.059 2.840
H 0.782 0.768 1.093
H -0.969 0.643 0.929
H 0.000 1.272 -0.416
H 1.196 -1.029 -0.429
H -1.508 -0.972 -1.200
*
```

Summary:
Gap between HOMO and LUMO (spin up / spin down) in eV: 7.0 / 8.1
LUMO energy (spin up / spin down) in eV: -1.178 / -0.447
Largest force on an atom in eV Å⁻¹: 4.3
HOMO level (spin up / spin down) in eV: -8.19 / -8.51
Total energy in a.u.: -1611.03436
ΔE to the lowest compared entry with this formula, charge and spin in eV: 5.369

These are the Löwdin partial charges, in e, on atoms 1 to 6: -0.571 -1.093 -0.050 -0.541 -0.060 0.743

Here is a structure of composition C28H28N3O3RuSTe from OMol25. Energies are from ωB97M-V/def2-TZVPD.

Geometry as ORCA input:
```
! RIJCOSX wB97M-V def2-TZVPD def2/J DEFGRID3
* xyz 0 2
Ru 0.673 0.124 -0.375
O 0.163 -1.179 2.665
C 0.084 -2.518 2.238
C 1.224 -2.798 1.280
C 1.693 -4.095 1.134
C 2.819 -4.321 0.361
C 3.464 -3.238 -0.211
C 2.903 -1.985 -0.056
N 1.781 -1.764 0.644
H -0.714 -0.822 2.838
H -0.876 -2.742 1.766
H 0.184 -3.195 3.092
H 1.199 -4.904 1.657
H 3.204 -5.325 0.234
H 4.364 -3.348 -0.800
H 3.367 -1.118 -0.505
C 1.664 3.637 1.789
C 1.192 2.607 0.819
N 1.306 1.313 1.041
O 1.890 0.953 2.243
C 0.596 2.956 -0.416
C 0.365 4.363 -0.861
N 0.226 1.909 -1.180
O -0.360 2.089 -2.260
H 1.845 3.204 2.767
H 0.925 4.434 1.866
H 2.591 4.090 1.430
H 1.512 0.070 2.404
H 1.289 4.944 -0.853
H -0.356 4.877 -0.220
H -0.030 4.352 -1.874
C -6.042 0.290 2.263
C -5.592 -0.378 1.132
C -4.269 -0.281 0.730
C -3.358 0.494 1.454
C -3.827 1.158 2.591
C -5.149 1.061 2.993
C -1.930 0.643 1.116
C -1.242 0.116 0.102
C -1.651 -0.702 -1.051
C -1.263 -2.046 -1.106
C -1.489 -2.806 -2.247
C -2.109 -2.229 -3.341
C -2.512 -0.896 -3.295
C -2.275 -0.132 -2.172
H -7.076 0.210 2.570
H -6.279 -0.982 0.553
H -3.950 -0.812 -0.154
H -3.136 1.766 3.164
H -5.482 1.591 3.876
H -1.370 1.262 1.815
H -0.790 -2.495 -0.249
H -1.168 -3.839 -2.279
H -2.273 -2.812 -4.238
H -2.986 -0.446 -4.157
H -2.545 0.914 -2.149
Te 1.548 -0.695 -2.858
C 3.393 0.272 -2.570
C 3.658 1.513 -2.060
C 5.049 1.797 -1.961
C 5.829 0.771 -2.393
S 4.867 -0.552 -2.913
H 2.879 2.212 -1.784
H 5.447 2.733 -1.592
H 6.905 0.731 -2.446
*
```

Summary:
Gap between HOMO and LUMO (spin up / spin down) in eV: 6.6 / 5.8
LUMO energy (spin up / spin down) in eV: -0.095 / -0.757
Largest force on an atom in eV Å⁻¹: 0.5
HOMO level (spin up / spin down) in eV: -6.66 / -6.59
Total energy in a.u.: -2234.70939
ΔE to the lowest compared entry with this formula, charge and spin in eV: 0.076

These are the Löwdin partial charges, in e, on atoms 1 to 6: 1.016 -0.077 -0.179 -0.264 -0.017 -0.042

Here is the molecule C3H6O from OMol25. Energies are from ωB97M-V/def2-TZVPD.

Geometry as ORCA input:
```
! RIJCOSX wB97M-V def2-TZVPD def2/J DEFGRID3
* xyz 0 1
O -0.444 1.469 -1.438
C 0.515 0.878 -0.749
C 0.118 -1.178 0.494
C -0.081 0.350 0.531
H -0.048 1.754 -2.276
H 1.109 -1.388 0.081
H 0.039 -1.642 1.485
H -0.617 -1.648 -0.169
H 0.537 0.758 1.342
H -1.128 0.647 0.700
*
```

Summary:
Gap between HOMO and LUMO in eV: 9.6
LUMO energy in eV: 0.997
Largest force on an atom in eV Å⁻¹: 0.5
HOMO level in eV: -8.55
Total energy in a.u.: -193.05085
ΔE to the lowest compared entry with this formula, charge and spin in eV: 2.513

These are the Löwdin partial charges, in e, on atoms 1 to 6: 0.005 -0.097 -0.126 -0.294 0.098 0.063

Here is a cluster of 3 separate species, C4H14O2S in total at a distorted geometry from OMol25. Energies are from ωB97M-V/def2-TZVPD.

Geometry as ORCA input:
```
! RIJCOSX wB97M-V def2-TZVPD def2/J DEFGRID3
* xyz 1 2
C 0.882 2.012 -0.413
C 1.137 0.790 0.440
C -0.115 0.300 1.168
S -1.275 -0.320 -0.073
C -2.037 -1.894 0.478
H 0.396 2.821 0.153
H 1.871 2.499 -0.696
H 0.189 1.790 -1.261
H 1.867 1.061 1.324
H 1.420 -0.095 -0.201
H -0.502 1.188 1.655
H 0.047 -0.448 1.955
H -3.036 -1.631 0.379
H -1.851 -2.760 -0.225
H -1.832 -2.187 1.433
H 2.856 -2.027 1.834
H 2.639 -1.928 3.494
O 2.480 -2.366 2.686
H -1.396 1.087 -4.022
H -2.312 1.208 -5.187
O -1.429 0.898 -4.921
*
```

Summary:
Gap between HOMO and LUMO (spin up / spin down) in eV: 10.9 / 5.8
LUMO energy (spin up / spin down) in eV: -3.234 / -8.300
Largest force on an atom in eV Å⁻¹: 3.3
HOMO level (spin up / spin down) in eV: -14.11 / -14.11
Total energy in a.u.: -709.10523
ΔE to the lowest compared entry with this formula, charge and spin in eV: 1.002

These are the Löwdin partial charges, in e, on atoms 1 to 6: -0.128 -0.331 -0.428 1.192 -0.238 0.084

Here is a structure of composition C30H25BrN4O6PtSe from OMol25. Energies are from ωB97M-V/def2-TZVPD.

Geometry as ORCA input:
```
! RIJCOSX wB97M-V def2-TZVPD def2/J DEFGRID3
* xyz -2 1
Pt -1.273 0.327 0.085
Br -2.312 -0.261 3.587
C -2.230 1.450 2.818
C -2.493 2.524 3.657
C -2.606 3.785 3.116
C -2.473 3.933 1.745
C -2.157 2.832 0.982
N -1.996 1.596 1.514
C -2.062 2.956 -0.536
O -2.209 4.068 -1.031
O -1.906 1.848 -1.149
H -2.587 2.343 4.716
H -2.794 4.637 3.756
H -2.586 4.875 1.229
C 0.730 4.890 2.160
N 1.086 3.524 1.895
C 1.247 2.479 2.807
Se 0.918 2.712 4.642
N 1.677 1.387 2.203
C 1.817 1.712 0.869
C 2.211 0.928 -0.212
C 2.223 1.506 -1.471
C 1.850 2.840 -1.666
C 1.455 3.638 -0.601
C 1.451 3.049 0.656
H 0.423 4.960 3.202
H -0.087 5.205 1.506
H 1.586 5.551 1.989
H 0.376 -0.528 1.785
H 2.444 -0.120 -0.066
H 2.484 0.903 -2.333
H 1.831 3.246 -2.670
H 1.120 4.656 -0.754
C 1.416 -1.978 3.225
C 0.265 -2.803 2.724
C 0.061 -4.082 3.208
C -1.002 -4.870 2.781
C -1.874 -4.323 1.849
C -1.716 -3.047 1.327
C -2.733 -2.535 0.346
C -0.612 -2.249 1.741
N -0.374 -0.999 1.291
H 1.996 -2.539 3.961
H 1.091 -1.041 3.690
H 2.088 -1.678 2.414
H 0.756 -4.467 3.949
H -1.152 -5.870 3.170
H -2.726 -4.906 1.508
H -3.535 -3.268 0.227
H -2.312 -2.333 -0.639
H -3.177 -1.593 0.680
O -2.253 -0.899 -2.771
C -1.061 -0.996 -2.524
O -0.438 -0.691 -1.441
C -0.118 -1.567 -3.572
C -0.611 -1.838 -4.841
C 0.206 -2.345 -5.854
C 1.521 -2.565 -5.528
O 2.531 -3.096 -6.313
C 3.711 -2.807 -5.572
O 3.348 -2.681 -4.212
C 2.012 -2.308 -4.261
C 1.225 -1.809 -3.256
H -1.658 -1.632 -5.018
H -0.171 -2.555 -6.846
H 4.130 -1.854 -5.928
H 4.420 -3.624 -5.688
H 1.589 -1.603 -2.259
*
```

Summary:
Gap between HOMO and LUMO in eV: 5.4
LUMO energy in eV: 4.047
Largest force on an atom in eV Å⁻¹: 0.2
HOMO level in eV: -1.35
Total energy in a.u.: -6923.60867
ΔE to the lowest compared entry with this formula, charge and spin in eV: 0.176

These are the Löwdin partial charges, in e, on atoms 1 to 6: 1.172 0.882 -0.698 -0.158 -0.060 -0.026

Here is a structure of composition C38H37BrNO3PRu from OMol25. Energies are from ωB97M-V/def2-TZVPD.

Geometry as ORCA input:
```
! RIJCOSX wB97M-V def2-TZVPD def2/J DEFGRID3
* xyz 1 6
Ru -0.443 0.073 -1.559
C -2.616 -2.985 -1.953
C -1.370 -2.445 -2.603
C -0.124 -3.043 -2.378
C 1.018 -2.582 -3.009
C 0.950 -1.500 -3.882
C -0.274 -0.902 -4.130
C -1.430 -1.371 -3.493
H -2.451 -3.193 -0.894
H -2.919 -3.918 -2.431
H -3.444 -2.281 -2.031
H -0.059 -3.892 -1.704
H 1.971 -3.061 -2.820
H 1.842 -1.137 -4.376
H -0.352 -0.100 -4.848
H -2.395 -0.950 -3.744
C -1.607 5.885 2.691
C -2.451 4.801 2.478
C -2.042 3.761 1.659
C -0.788 3.799 1.049
C 0.056 4.886 1.265
C -0.357 5.927 2.089
P -0.414 2.503 -0.138
C 1.361 2.370 -0.306
C 1.975 2.381 -1.557
C 3.355 2.230 -1.659
C 4.121 2.091 -0.514
C 3.512 2.096 0.743
C 2.142 2.219 0.848
C -1.077 2.936 -1.727
C -1.537 4.202 -2.090
C -2.115 4.363 -3.340
C -2.241 3.268 -4.190
C -1.778 2.013 -3.812
C -1.193 1.802 -2.561
H -1.927 6.699 3.330
H -3.424 4.765 2.952
H -2.697 2.911 1.502
H 1.032 4.928 0.794
H 0.300 6.772 2.259
H 1.389 2.542 -2.448
H 3.827 2.243 -2.634
H 5.197 1.995 -0.592
H 4.115 2.003 1.639
H 1.668 2.200 1.822
H -1.443 5.047 -1.416
H -2.472 5.337 -3.652
H -2.719 3.396 -5.155
H -1.918 1.189 -4.506
O 1.346 -0.759 -0.538
C 1.576 -1.590 0.374
C 2.944 -1.632 0.998
C 3.723 -2.962 0.782
C 2.900 -4.108 0.189
C 1.821 -4.637 1.135
C 1.002 -3.521 1.780
N 0.672 -2.451 0.838
H 2.808 -1.444 2.066
H 3.486 -0.784 0.591
H 4.147 -3.282 1.736
H 4.568 -2.761 0.124
H 3.566 -4.924 -0.095
H 2.432 -3.772 -0.744
H 2.280 -5.223 1.935
H 1.158 -5.314 0.592
H 1.534 -3.082 2.624
H 0.061 -3.898 2.179
H -0.261 -2.393 0.450
Br -3.309 -4.031 5.783
C -2.712 -2.842 4.455
C -3.365 -2.803 3.234
C -2.904 -1.936 2.249
C -1.816 -1.105 2.497
C -1.190 -1.142 3.736
C -1.627 -2.019 4.719
C -1.292 -0.203 1.423
O -0.675 0.817 1.762
O -1.523 -0.585 0.211
H -4.220 -3.442 3.054
H -3.389 -1.905 1.281
H -0.357 -0.477 3.930
H -1.137 -2.061 5.683
*
```

Summary:
Gap between HOMO and LUMO (spin up / spin down) in eV: 8.2 / 6.7
LUMO energy (spin up / spin down) in eV: -1.764 / -4.455
Largest force on an atom in eV Å⁻¹: 0.6
HOMO level (spin up / spin down) in eV: -9.99 / -11.19
Total energy in a.u.: -4760.71925

These are the Löwdin partial charges, in e, on atoms 1 to 6: 1.352 -0.033 -0.302 -0.060 -0.078 -0.079